# 1
The following is a DFT calculation (wB97M-V/def2-TZVPD) of a molecular structure, C20H22AsO8W.

Summary:
energy above the lowest of the compared OMol25 structures with the same formula, charge and spin	0.00	kJ/mol
charge	+3
HOMO level	-0.648	hartree
DFT total energy	-3678.97248	a.u.

Element x y z (Å)
1 W -0.367 -0.115 -0.276
2 O -3.022 3.507 -4.510
3 C -2.525 2.805 -3.705
4 C -1.596 1.573 -4.000
5 O -1.290 1.099 -5.042
6 C -1.182 1.138 -2.623
7 C -1.741 1.872 -1.636
8 O -1.330 1.494 -0.401
9 C -2.662 2.952 -2.145
10 O -3.328 3.702 -1.518
11 O -0.318 0.216 -2.142
12 C -4.080 -2.271 -0.637
13 C -2.937 -1.673 0.088
14 O -1.989 -1.233 -0.680
15 C -2.876 -1.586 1.519
16 C -3.906 -2.136 2.303
17 C -3.866 -2.063 3.686
18 C -2.806 -1.431 4.319
19 C -1.760 -0.865 3.579
20 C -1.812 -0.957 2.217
21 O -0.789 -0.411 1.459
22 H -3.958 -2.146 -1.709
23 H -5.020 -1.822 -0.312
24 H -4.138 -3.341 -0.409
25 H -4.742 -2.628 1.825
26 H -4.669 -2.493 4.270
27 H -2.781 -1.367 5.400
28 H -0.935 -0.362 4.066
29 O 0.765 -3.278 -0.808
30 C 0.412 -2.236 -0.647
31 C 1.786 2.676 1.023
32 C 2.379 2.067 -0.244
33 As 2.290 0.117 -0.232
34 C 3.077 -0.566 1.407
35 C 4.536 -0.113 1.509
36 C 3.133 -0.667 -1.809
37 C 4.219 0.251 -2.373
38 H 1.824 3.762 0.952
39 H 2.346 2.387 1.913
40 H 0.734 2.412 1.176
41 H 3.445 2.289 -0.342
42 H 1.898 2.412 -1.161
43 H 2.994 -1.654 1.367
44 H 2.471 -0.201 2.237
45 H 5.143 -0.506 0.694
46 H 4.953 -0.498 2.439
47 H 4.630 0.972 1.532
48 H 2.349 -0.856 -2.543
49 H 3.539 -1.624 -1.474
50 H 3.804 1.171 -2.781
51 H 4.718 -0.274 -3.189
52 H 4.979 0.499 -1.633

=====

# 2
The following is a DFT calculation (wB97M-V/def2-TZVPD) of a single C20H22ClN3O2 molecule.

Summary:
energy above the lowest of the compared OMol25 structures with the same formula, charge and spin	59.82	kJ/mol
HOMO level	-0.332	hartree
DFT total energy	-1550.32836	a.u.

Element x y z (Å)
1 O 3.764 1.102 0.094
2 C 2.611 0.991 0.452
3 N 2.188 -0.025 1.236
4 C 3.075 -1.101 1.625
5 C 3.395 -2.047 0.453
6 C 2.144 -2.612 -0.146
7 C 1.536 -3.756 0.358
8 C 0.365 -4.213 -0.223
9 C -0.167 -3.495 -1.283
10 N 0.391 -2.397 -1.764
11 C 1.517 -1.978 -1.214
12 C 1.544 2.023 0.090
13 C 0.991 2.732 1.325
14 C 0.101 3.870 0.849
15 C -0.975 3.428 -0.126
16 O -1.996 4.075 -0.267
17 N -0.728 2.316 -0.858
18 C -1.786 1.817 -1.729
19 C -2.617 0.789 -1.006
20 C -3.609 1.207 -0.125
21 C -4.341 0.289 0.604
22 C -4.073 -1.063 0.454
23 Cl -4.977 -2.223 1.366
24 C -3.087 -1.498 -0.416
25 C -2.362 -0.570 -1.143
26 C 0.383 1.405 -0.684
27 H 1.207 -0.131 1.432
28 H 2.606 -1.649 2.443
29 H 4.010 -0.655 1.974
30 H 4.036 -2.848 0.825
31 H 3.943 -1.476 -0.298
32 H 1.982 -4.287 1.187
33 H -0.123 -5.105 0.137
34 H -1.076 -3.812 -1.778
35 H 1.954 -1.090 -1.653
36 H 2.043 2.765 -0.542
37 H 0.410 2.036 1.935
38 H 1.806 3.122 1.937
39 H -0.401 4.361 1.684
40 H 0.703 4.630 0.342
41 H -2.403 2.676 -2.002
42 H -1.328 1.389 -2.624
43 H -3.800 2.263 -0.011
44 H -5.112 0.615 1.284
45 H -2.888 -2.553 -0.521
46 H -1.591 -0.916 -1.817
47 H 0.724 1.100 -1.680
48 H 0.015 0.501 -0.175

=====

# 3
The following is a DFT calculation (wB97M-V/def2-TZVPD) of a molecular structure, C20H22CoN2O4Se2 in a non-equilibrium geometry.

Summary:
2S+1	4
charge	-2
HOMO level (alpha / beta)	0.023 / 0.003	hartree
DFT total energy	-7371.34385	a.u.

Element x y z (Å)
1 Co 0.000 1.549 -2.863
2 O 0.000 -4.497 -1.669
3 C 0.000 -4.204 -3.041
4 C 0.000 -2.666 -3.287
5 C -0.001 -2.464 -4.831
6 O 0.000 -1.111 -5.190
7 C 1.303 -2.097 -2.636
8 Se 1.684 -0.191 -2.863
9 C -1.303 -2.097 -2.635
10 Se -1.684 -0.191 -2.863
11 H 0.001 -5.486 -1.597
12 H -0.904 -4.658 -3.509
13 H 0.903 -4.658 -3.510
14 H -0.906 -2.950 -5.262
15 H 0.905 -2.950 -5.262
16 H -0.002 -1.087 -6.182
17 H 2.183 -2.627 -3.059
18 H 1.295 -2.293 -1.543
19 H -1.294 -2.293 -1.542
20 H -2.183 -2.627 -3.058
21 O 0.091 3.807 -1.341
22 C 0.033 2.819 -0.617
23 N 0.005 2.937 0.732
24 C -0.001 1.676 1.407
25 C 0.007 0.795 0.128
26 O 0.031 -0.437 0.151
27 N 0.000 1.549 -0.981
28 C -1.299 1.432 2.204
29 C -1.457 0.240 2.937
30 C -2.618 -0.007 3.674
31 C -3.650 0.928 3.683
32 C -3.524 2.106 2.950
33 C -2.362 2.354 2.215
34 C 1.276 1.585 2.267
35 C 1.325 2.194 3.538
36 C 2.483 2.148 4.319
37 C 3.623 1.509 3.839
38 C 3.606 0.920 2.578
39 C 2.446 0.961 1.799
40 H 0.141 3.828 1.175
41 H -0.668 -0.511 2.915
42 H -2.717 -0.938 4.224
43 H -4.558 0.731 4.244
44 H -4.335 2.828 2.931
45 H -2.300 3.267 1.626
46 H 0.449 2.709 3.926
47 H 2.492 2.616 5.299
48 H 4.525 1.476 4.441
49 H 4.493 0.431 2.188
50 H 2.465 0.505 0.810
51 H 0.000 3.143 -2.863

=====

# 4
The following is a DFT calculation (wB97M-V/def2-TZVPD) of a molecular structure, C20H22F12N2O6Sn.

Summary:
energy above the lowest of the compared OMol25 structures with the same formula, charge and spin	333.00	kJ/mol
HOMO level (alpha / beta)	-0.280 / -0.296	hartree
DFT total energy	-2748.99486	a.u.

Element x y z (Å)
1 Sn 0.883 0.622 0.773
2 O 0.168 -1.616 1.456
3 C 0.661 -2.924 1.170
4 C 1.669 -3.469 2.181
5 N 2.952 -2.779 2.212
6 C 3.897 -3.095 1.305
7 C 3.778 -1.993 -0.535
8 O 4.658 -2.478 -1.155
9 O 2.869 -1.236 -0.390
10 C 3.210 -1.801 3.267
11 C 2.028 -0.834 3.315
12 O 1.043 -1.155 3.975
13 O 2.125 0.181 2.535
14 H 0.000 -1.516 2.416
15 H 1.106 -2.873 0.178
16 H -0.184 -3.619 1.135
17 H 1.850 -4.515 1.923
18 H 1.239 -3.439 3.182
19 H 3.782 -4.050 0.807
20 H 4.905 -2.761 1.510
21 H 4.130 -1.274 3.027
22 H 3.301 -2.314 4.227
23 C -0.677 3.760 -3.658
24 C -0.104 2.624 -2.792
25 C 1.409 2.523 -2.981
26 C -0.462 2.828 -1.362
27 H -0.450 3.587 -4.713
28 H -0.239 4.717 -3.368
29 H -1.758 3.836 -3.547
30 H -0.566 1.692 -3.138
31 H 1.895 3.435 -2.627
32 H 1.668 2.393 -4.033
33 H 1.827 1.686 -2.418
34 H -1.417 2.502 -0.970
35 H 0.106 3.528 -0.762
36 F -1.779 -0.254 3.920
37 C -1.616 1.069 3.963
38 F -2.570 1.571 4.762
39 F -0.433 1.329 4.521
40 C -1.673 1.668 2.521
41 O -0.994 0.875 1.659
42 C -1.085 3.114 2.556
43 F 0.256 3.060 2.500
44 F -1.492 3.821 1.493
45 F -1.422 3.796 3.652
46 C -3.161 1.743 2.062
47 F -3.797 0.593 2.320
48 F -3.834 2.731 2.661
49 F -3.239 1.943 0.740
50 F -2.106 -2.364 -5.473
51 C -2.834 -1.763 -4.521
52 F -3.821 -2.602 -4.172
53 F -3.406 -0.681 -5.076
54 C -1.994 -1.377 -3.330
55 C -0.623 -1.233 -3.451
56 C 0.088 -0.831 -2.331
57 N -0.494 -0.592 -1.160
58 C -1.812 -0.747 -1.044
59 C -2.606 -1.132 -2.110
60 H -0.117 -1.424 -4.386
61 H 1.164 -0.696 -2.370
62 H -2.228 -0.549 -0.066
63 H -3.675 -1.242 -1.985

=====

# 5
The following is a DFT calculation (wB97M-V/def2-TZVPD) of a single C20H22INO2S molecule in a non-equilibrium geometry.

Summary:
energy above the lowest of the compared OMol25 structures with the same formula, charge and spin	0.00	kJ/mol
HOMO level	-0.321	hartree
DFT total energy	-1676.40492	a.u.

Element x y z (Å)
1 O -0.784 -4.866 0.232
2 C -0.882 -4.038 1.104
3 C -1.368 -4.469 2.450
4 C -1.956 -5.682 2.700
5 C -2.429 -5.858 4.064
6 C -2.120 -4.776 4.849
7 I -2.441 -4.653 7.081
8 S -1.343 -3.471 3.906
9 C -0.623 -2.537 0.820
10 C 0.812 -2.048 1.116
11 C 1.018 -0.571 0.811
12 N 0.546 -0.226 -0.560
13 C 0.870 1.187 -0.927
14 C -0.238 2.194 -0.688
15 C 0.242 3.584 -1.022
16 C -0.348 4.739 -0.411
17 C 0.082 6.002 -0.819
18 C 1.049 6.175 -1.824
19 C 1.632 5.061 -2.427
20 C 1.227 3.768 -2.057
21 C 1.937 2.607 -2.665
22 C 1.259 1.283 -2.413
23 O 2.129 0.143 -2.640
24 C -0.818 -0.681 -0.939
25 C -0.924 -2.172 -0.643
26 H -2.168 -6.444 1.970
27 H -2.897 -6.792 4.419
28 H -1.292 -2.008 1.480
29 H 1.519 -2.627 0.545
30 H 0.985 -2.226 2.202
31 H 0.525 0.051 1.560
32 H 2.065 -0.360 0.885
33 H 1.726 1.511 -0.336
34 H -0.533 2.214 0.336
35 H -1.153 1.982 -1.281
36 H -1.104 4.631 0.356
37 H -0.384 6.823 -0.290
38 H 1.320 7.199 -2.184
39 H 2.359 5.224 -3.229
40 H 2.041 2.808 -3.719
41 H 2.924 2.605 -2.241
42 H 0.391 1.194 -3.074
43 H 1.838 -0.551 -1.978
44 H -0.988 -0.468 -1.996
45 H -1.588 -0.195 -0.347
46 H -1.922 -2.533 -0.902
47 H -0.193 -2.731 -1.276

=====

# 6
The following is a DFT calculation (wB97M-V/def2-TZVPD) of a single C20H22N2O2 molecule in a non-equilibrium geometry.

Summary:
energy above the lowest of the compared OMol25 structures with the same formula, charge and spin	49.36	kJ/mol
HOMO level	-0.303	hartree
DFT total energy	-1035.36184	a.u.

Element x y z (Å)
1 C -4.729 -2.749 -0.829
2 C -3.770 -1.902 -0.053
3 C -2.702 -2.469 0.640
4 C -1.853 -1.638 1.348
5 C -2.091 -0.273 1.340
6 C -3.172 0.209 0.609
7 C -3.419 1.685 0.477
8 C -2.754 2.204 -0.814
9 N -1.389 1.751 -0.916
10 C -0.348 2.428 -0.371
11 O -0.407 3.594 -0.022
12 C 0.870 1.608 -0.256
13 O 0.752 0.256 -0.484
14 C 1.974 -0.280 -0.255
15 C 2.317 -1.624 -0.347
16 C 1.297 -2.653 -0.725
17 C 3.643 -1.946 -0.068
18 C 4.092 -3.373 -0.150
19 C 4.559 -0.948 0.290
20 C 4.208 0.379 0.387
21 C 2.887 0.725 0.111
22 C 2.142 1.950 0.110
23 C 2.662 3.301 0.438
24 N -3.984 -0.595 -0.066
25 H -4.203 -3.309 -1.601
26 H -5.479 -2.116 -1.293
27 H -5.221 -3.463 -0.170
28 H -2.548 -3.537 0.620
29 H -1.014 -2.044 1.897
30 H -1.450 0.406 1.881
31 H -2.994 2.210 1.333
32 H -4.490 1.879 0.424
33 H -3.306 1.841 -1.684
34 H -2.739 3.295 -0.812
35 H -1.257 0.764 -1.080
36 H 1.570 -3.137 -1.663
37 H 1.229 -3.426 0.039
38 H 0.322 -2.188 -0.841
39 H 5.152 -3.459 0.074
40 H 3.538 -3.991 0.556
41 H 3.914 -3.773 -1.147
42 H 5.578 -1.240 0.498
43 H 4.928 1.130 0.669
44 H 3.435 3.587 -0.275
45 H 3.106 3.299 1.433
46 H 1.853 4.024 0.404

=====

# 7
The following is a DFT calculation (wB97M-V/def2-TZVPD) of a single C20H22N2O3 molecule.

Summary:
energy above the lowest of the compared OMol25 structures with the same formula, charge and spin	70.69	kJ/mol
HOMO level	-0.322	hartree
DFT total energy	-1110.60071	a.u.

Element x y z (Å)
1 C -6.198 -2.502 0.413
2 C -5.019 -1.618 0.145
3 C -4.378 -0.953 1.184
4 C -3.282 -0.146 0.945
5 C -2.799 0.006 -0.351
6 C -1.604 0.833 -0.657
7 O -0.836 0.578 -1.564
8 N -1.464 1.934 0.145
9 C -0.373 2.806 0.096
10 C -0.576 4.180 0.182
11 C 0.495 5.049 0.097
12 C 1.777 4.558 -0.088
13 C 1.987 3.192 -0.156
14 C 0.923 2.305 -0.052
15 C 1.173 0.832 0.043
16 O 0.775 0.174 0.987
17 N 1.948 0.334 -0.943
18 C 2.237 -1.074 -1.052
19 C 3.718 -1.371 -0.747
20 C 4.071 -1.051 0.722
21 C 4.626 -2.372 1.261
22 C 4.005 -3.387 0.301
23 O 4.002 -2.744 -0.956
24 C -3.419 -0.679 -1.391
25 C -4.522 -1.473 -1.146
26 H -6.885 -2.498 -0.429
27 H -5.862 -3.528 0.568
28 H -6.729 -2.183 1.307
29 H -4.742 -1.073 2.195
30 H -2.780 0.332 1.774
31 H -2.251 2.215 0.711
32 H -1.579 4.560 0.313
33 H 0.327 6.113 0.169
34 H 2.612 5.237 -0.164
35 H 2.989 2.802 -0.260
36 H 2.128 0.913 -1.746
37 H 1.995 -1.433 -2.055
38 H 1.604 -1.593 -0.328
39 H 4.344 -0.811 -1.453
40 H 4.795 -0.242 0.796
41 H 3.170 -0.760 1.260
42 H 4.349 -2.556 2.296
43 H 5.712 -2.397 1.173
44 H 4.581 -4.308 0.198
45 H 2.980 -3.635 0.610
46 H -3.023 -0.572 -2.390
47 H -5.002 -1.992 -1.963

=====

# 8
The following is a DFT calculation (wB97M-V/def2-TZVPD) of a single C20H22N2O4 molecule.

Summary:
energy above the lowest of the compared OMol25 structures with the same formula, charge and spin	80.17	kJ/mol
HOMO level	-0.311	hartree
DFT total energy	-1185.86223	a.u.

Element x y z (Å)
1 C -1.615 1.978 -4.468
2 C -1.730 0.666 -3.702
3 C -2.116 0.897 -2.242
4 C -2.241 -0.420 -1.480
5 C -2.562 -0.251 0.007
6 N -1.478 0.398 0.734
7 C -0.450 -0.454 1.109
8 O -0.541 -1.647 0.809
9 C 0.662 0.113 1.832
10 C 1.805 -0.720 2.272
11 O 2.775 -0.215 2.862
12 N 1.736 -2.030 2.023
13 C 2.809 -2.938 2.333
14 C 3.314 -3.617 1.100
15 C 3.272 -3.253 -0.213
16 C 3.905 -4.298 -0.932
17 C 4.281 -5.214 -0.003
18 O 3.925 -4.813 1.231
19 C 0.695 1.466 2.123
20 O 1.692 2.035 2.769
21 C -0.397 2.309 1.712
22 C -0.375 3.677 2.008
23 C -1.407 4.494 1.621
24 C -2.480 3.945 0.925
25 C -2.519 2.603 0.622
26 C -1.480 1.744 1.009
27 H -0.859 2.618 -4.017
28 H -2.563 2.511 -4.458
29 H -1.336 1.794 -5.503
30 H -0.777 0.136 -3.743
31 H -2.482 0.032 -4.178
32 H -1.359 1.528 -1.771
33 H -3.067 1.433 -2.209
34 H -1.309 -0.980 -1.564
35 H -3.032 -1.025 -1.928
36 H -3.489 0.300 0.154
37 H -2.677 -1.246 0.446
38 H 0.921 -2.357 1.501
39 H 2.470 -3.700 3.046
40 H 3.604 -2.350 2.807
41 H 2.846 -2.358 -0.616
42 H 4.054 -4.352 -1.991
43 H 4.790 -6.154 -0.084
44 H 2.361 1.297 2.965
45 H 0.476 4.062 2.548
46 H -1.390 5.548 1.850
47 H -3.297 4.578 0.612
48 H -3.367 2.232 0.072

=====

# 9
The following is a DFT calculation (wB97M-V/def2-TZVPD) of a single C20H22N2O5 molecule.

Summary:
energy above the lowest of the compared OMol25 structures with the same formula, charge and spin	193.41	kJ/mol
HOMO level	-0.299	hartree
DFT total energy	-1261.06509	a.u.

Element x y z (Å)
1 C -1.908 -3.815 -0.096
2 O -2.824 -2.754 -0.067
3 C -2.202 -1.497 -0.049
4 C -3.223 -0.392 -0.022
5 C -4.576 -0.647 0.000
6 C -5.513 0.390 0.025
7 C -6.950 0.024 0.050
8 C -7.947 1.159 0.077
9 O -7.310 -1.132 0.049
10 C -5.052 1.703 0.025
11 C -3.696 1.976 0.003
12 C -2.773 0.938 -0.020
13 O -1.418 1.100 -0.039
14 C -0.878 2.404 -0.039
15 C 0.658 2.360 -0.045
16 O 1.296 3.388 -0.068
17 N 1.151 1.104 -0.019
18 C 2.483 0.675 -0.009
19 C 2.721 -0.697 0.025
20 C 4.012 -1.181 0.039
21 C 5.097 -0.305 0.020
22 N 6.381 -0.857 0.038
23 C 7.593 -0.224 0.026
24 C 8.747 -1.207 0.058
25 O 7.742 0.974 -0.006
26 C 4.857 1.066 -0.015
27 C 3.564 1.551 -0.029
28 H -2.494 -4.731 -0.107
29 H -1.276 -3.775 -0.993
30 H -1.259 -3.808 0.791
31 H -1.560 -1.374 -0.941
32 H -1.549 -1.406 0.838
33 H -4.923 -1.668 -0.002
34 H -8.954 0.748 0.095
35 H -7.795 1.771 0.963
36 H -7.830 1.783 -0.805
37 H -5.741 2.532 0.043
38 H -3.368 3.003 0.003
39 H -1.187 2.963 0.854
40 H -1.197 2.967 -0.926
41 H 0.458 0.366 -0.004
42 H 1.889 -1.387 0.040
43 H 4.182 -2.249 0.066
44 H 6.399 -1.868 0.065
45 H 8.707 -1.865 -0.808
46 H 8.703 -1.811 0.962
47 H 9.683 -0.656 0.043
48 H 5.689 1.749 -0.031
49 H 3.387 2.613 -0.055

=====

# 10
The following is a DFT calculation (wB97M-V/def2-TZVPD) of a single C20H22N4O3 molecule in a non-equilibrium geometry.

Summary:
energy above the lowest of the compared OMol25 structures with the same formula, charge and spin	124.39	kJ/mol
HOMO level	-0.329	hartree
DFT total energy	-1220.13325	a.u.

Element x y z (Å)
1 C -3.815 -2.938 -1.795
2 C -4.135 -2.936 -0.307
3 O -3.005 -2.571 0.480
4 C -2.695 -1.286 0.539
5 N -3.379 -0.385 -0.076
6 C -2.995 0.920 0.043
7 C -3.671 1.912 -0.676
8 N -3.346 3.183 -0.634
9 C -2.319 3.542 0.127
10 C -1.575 2.666 0.894
11 C -1.919 1.313 0.866
12 N -1.249 0.334 1.573
13 C -0.163 0.674 2.477
14 C 1.130 0.881 1.669
15 O 1.642 1.970 1.535
16 N 1.563 -0.261 1.112
17 C 2.640 -0.319 0.179
18 C 3.901 -0.704 0.636
19 C 4.101 -1.030 2.084
20 C 4.945 -0.766 -0.274
21 C 4.739 -0.451 -1.605
22 C 3.483 -0.077 -2.042
23 C 2.412 -0.007 -1.159
24 C 1.058 0.420 -1.654
25 C 0.956 1.946 -1.712
26 C -1.502 -1.002 1.375
27 O -0.783 -1.863 1.857
28 H -2.964 -3.585 -1.995
29 H -3.581 -1.930 -2.127
30 H -4.675 -3.301 -2.350
31 H -4.395 -3.939 0.037
32 H -4.955 -2.241 -0.098
33 H -4.502 1.635 -1.309
34 H -2.078 4.596 0.113
35 H -0.733 3.027 1.459
36 H -0.410 1.580 3.030
37 H -0.043 -0.164 3.169
38 H 1.095 -1.129 1.353
39 H 3.833 -0.173 2.701
40 H 5.137 -1.290 2.279
41 H 3.468 -1.866 2.380
42 H 5.928 -1.058 0.066
43 H 5.561 -0.500 -2.304
44 H 3.322 0.163 -3.083
45 H 0.894 0.010 -2.653
46 H 0.276 0.027 -0.999
47 H 1.667 2.342 -2.434
48 H 1.183 2.378 -0.741
49 H -0.047 2.250 -2.006